No. 1
Below is a structure of composition C2H5AgLiO2, with properties calculated with ωB97M-V/def2-TZVPD.

```
11
Properties=species:S:1:pos:R:3:nbo_charge:R:1
Ag 0.42155 -3.26966 0.85024 0.609
O 1.15092 1.33287 0.15178 -0.986
O -0.87056 -1.67260 0.05604 -0.887
C -0.32061 -0.41663 0.01582 -0.145
C 1.07719 0.00548 0.50741 -0.040
Li -0.64342 2.14187 -0.83825 0.753
H -0.07511 -0.35554 -1.09002 0.170
H -0.94524 0.11497 0.79443 0.171
H 1.08710 -0.38955 1.56144 0.083
H -2.62427 3.26482 -2.01613 -0.804
H 1.74246 -0.75603 0.00725 0.076
```

Output
**Total charge**: -1
**Kohn-Sham gap**: 3.8 eV



No. 2
Below is a structure of composition C2H5AgO, with properties calculated with ωB97M-V/def2-TZVPD.

```
9
Properties=species:S:1:pos:R:3:nbo_charge:R:1
Ag 3.13124 0.14293 -0.32194 -0.044
O 1.20271 0.16490 0.13126 -1.080
C -1.02110 0.49523 0.04073 -0.729
C 0.01167 -0.62593 -0.00382 -0.082
H -0.08176 -1.26937 0.89296 0.137
H -1.64580 0.41632 0.94358 0.172
H -1.63769 0.52177 -0.87052 0.176
H -0.00213 -1.11624 -0.99661 0.138
H 0.04287 1.27040 0.18436 0.312
```

Output
**Spin multiplicity**: 2
**Total charge**: -1
**Kohn-Sham gap (alpha / beta)**: 5.7 / 8.0 eV



No. 3
Below is an isolated molecule of C2H5BF2, with properties calculated with ωB97M-V/def2-TZVPD.

```
10
Properties=species:S:1:pos:R:3:nbo_charge:R:1
F 0.14489 -0.94389 1.78802 -0.494
F 2.23697 -1.12767 0.81204 -0.496
C -0.90159 0.76293 -0.19516 -0.599
C 0.22051 -0.20751 -0.57716 -0.815
B 0.92298 -0.78722 0.72213 1.299
H -0.44899 1.70624 0.17866 0.207
H -0.08587 -1.13634 -1.03247 0.238
H -1.59426 0.37875 0.56288 0.219
H -1.48274 1.04325 -1.09981 0.208
H 0.98810 0.31145 -1.15914 0.234
```

Output
**SMILES**: CCB(F)F
**Kohn-Sham gap**: 12.0 eV



No. 4
Below is an isolated molecule of C2H5BO, with properties calculated with ωB97M-V/def2-TZVPD.

```
9
Properties=species:S:1:pos:R:3:nbo_charge:R:1
O 0.59382 -0.09958 1.06328 -0.560
C 0.50948 -0.36062 -1.35766 -0.719
C -0.00205 0.03014 -0.06060 0.435
B -0.74517 0.50862 1.49186 0.278
H -0.79007 1.61806 1.60964 -0.084
H -1.52092 -0.20416 1.91657 -0.081
H 1.58796 -0.33958 -1.19852 0.227
H 0.17852 -1.35705 -1.34036 0.264
H 0.18842 0.20417 -2.12421 0.241
```

Output
**Kohn-Sham gap**: 10.0 eV



No. 5
Below is a cluster of 2 separate species, C2H5Br in total, with properties calculated with ωB97M-V/def2-TZVPD.

```
8
Properties=species:S:1:pos:R:3:nbo_charge:R:1
Br 3.25779 0.06096 0.12936 -0.201
C -0.87693 0.26432 -0.51854 -0.406
C -0.56947 -0.61836 0.42255 -0.361
H -0.01028 -1.52748 0.07143 0.177
H -1.15413 1.26563 -0.24160 0.192
H 2.92117 -1.31325 -0.07990 0.202
H -0.28414 0.26816 -1.42661 0.195
H -0.93968 -0.71634 1.46991 0.202
```

Output
**SMILES**: C=C.Br
**Kohn-Sham gap**: 11.0 eV



No. 6
Below is a structure of composition C2H5Br2N2, with properties calculated with ωB97M-V/def2-TZVPD.

```
11
Properties=species:S:1:pos:R:3:nbo_charge:R:1
Br 2.91848 -1.73810 0.26988 0.357
Br 3.88387 1.23725 -0.07758 0.403
N -0.82127 -0.82889 -0.20132 -0.784
N 0.55307 0.82119 0.55179 -0.716
C -0.49578 0.13026 0.63053 0.313
C 2.75853 -0.11177 -0.57395 -0.207
H -1.08874 0.25674 1.52950 0.195
H 2.36412 -0.24917 -1.54266 0.223
H -1.60550 -1.57573 -0.18223 0.441
H 0.56803 1.58245 1.22990 0.384
H -0.23739 -1.07932 -0.98604 0.390
```

Output
**Total charge**: +1
**Kohn-Sham gap**: 7.0 eV



| no. | E (eV) | largest force on an atom (Eh/bohr) |
| --- | --- | --- |
| 1 | -10449.7457 | 0.0577 |
| 2 | -8198.8764 | 0.0681 |
| 3 | -8269.7909 | 0.0406 |
| 4 | -4876.4986 | 0.0916 |
| 5 | -72196.1864 | 0.0469 |
| 6 | -145210.5329 | 0.0930 |